# 1
The following is a DFT calculation (ωB97M-V with the def2-TZVPD basis set) of a molecular structure, C29H52BN3OP2S2V.

HOMO (spin up / spin down) = -6.531 / -6.862 eV
Frontier orbital gap (spin up / spin down) = 6.718 / 7.040 eV
Spin multiplicity = 4

Cartesian coordinates (Å):
V 0.042 -0.380 -0.734
S 0.280 1.515 -1.981
S -0.049 -4.833 0.474
P -2.438 -0.224 -0.146
P 2.522 -0.463 -0.144
O 1.673 1.376 -2.489
N -1.071 -0.738 2.118
N -0.069 -2.167 -0.314
N 1.197 -1.014 2.064
C -0.649 3.889 -3.016
C 4.319 0.814 1.751
C 3.098 -2.848 -1.385
C -4.218 -0.734 -2.265
C -4.587 1.522 0.803
C -0.693 1.533 -3.545
C 0.073 3.353 -1.783
C -3.183 1.493 0.204
C -0.689 -1.988 5.617
C 2.419 -1.456 1.433
C -3.186 2.326 -1.080
C 0.745 -1.401 3.321
C 3.758 -1.480 -1.149
C -5.005 -1.591 -0.050
C 5.101 -1.688 -0.451
C -0.059 -3.307 0.012
C 0.684 -2.177 5.577
C 4.235 1.801 -0.528
C 1.417 -1.888 4.427
C 3.959 -0.827 -2.521
C 3.406 1.095 0.552
C -0.382 2.892 -4.142
C -2.192 2.141 1.185
C 2.308 2.059 1.032
C -3.777 -1.327 -0.924
C -3.077 -2.663 -1.214
C -0.657 -1.224 3.359
C -1.378 -1.511 4.502
C -2.409 -0.875 1.611
B 0.075 -0.600 1.261
H -4.693 0.865 1.666
H 1.194 -2.565 6.450
H -2.782 -3.180 -0.299
H -0.430 3.571 -0.842
H -3.132 -0.339 2.230
H -5.548 -2.450 -0.451
H 1.679 1.599 1.792
H 2.776 2.954 1.457
H 1.676 2.367 0.203
H -4.795 -1.479 -2.818
H -2.397 3.213 1.264
H 3.089 -3.467 -0.488
H -3.355 -0.458 -2.879
H -0.336 0.691 -4.136
H -3.754 -3.319 -1.767
H -2.268 1.709 2.184
H 5.710 -2.375 -1.045
H -3.857 1.925 -1.837
H 5.011 -0.008 1.570
H 3.741 0.607 2.652
H 5.145 1.244 -0.755
H 4.912 1.713 1.943
H -2.453 -1.379 4.532
H -4.738 -1.824 0.981
H 4.535 2.787 -0.161
H -1.724 3.952 -2.840
H 2.069 -2.739 -1.733
H -1.236 -2.220 6.522
H -0.979 3.105 -5.029
H -1.160 1.997 0.853
H 2.337 -2.518 1.179
H -3.508 3.347 -0.856
H 3.287 -1.340 2.080
H 3.001 -0.643 -3.005
H -1.753 1.404 -3.319
H -2.181 -2.513 -1.815
H -2.182 2.369 -1.496
H -5.689 -0.745 -0.042
H -4.856 0.140 -2.136
H 3.661 1.932 -1.441
H -0.295 4.888 -3.270
H 5.656 -0.755 -0.348
H 3.658 -3.388 -2.152
H -5.340 1.254 0.064
H -4.804 2.541 1.136
H 4.484 0.125 -2.457
H 4.544 -1.496 -3.158
H -2.696 -1.933 1.598
H 1.105 3.698 -1.736
H 2.487 -2.056 4.401
H 4.968 -2.132 0.537
H 0.673 2.919 -4.421

Partial atomic charges computed with the Mulliken method, in multiples of e: number 1, V, carries -0.8846; number 2, S, carries 1.4229; number 3, S, carries -0.4296; number 4, P, carries 1.4765; number 5, P, carries 1.2028; number 6, O, carries -0.6891; number 7, N, carries 0.4273; number 8, N, carries -0.8250; number 9, N, carries 0.3469; number 10, C, carries -0.4372; number 11, C, carries -2.0532; number 12, C, carries -1.8156; number 13, C, carries -1.7560; number 14, C, carries -1.9185; number 15, C, carries -0.6697; number 16, C, carries -1.3603; number 17, C, carries 2.3949; number 18, C, carries -0.7514; number 19, C, carries -1.8605; number 20, C, carries -2.6740; number 21, C, carries 0.2546; number 22, C, carries 1.6626; number 23, C, carries -1.6386; number 24, C, carries -1.8817; number 25, C, carries 0.6317; number 26, C, carries -0.7766; number 27, C, carries -2.1456; number 28, C, carries -0.8285; number 29, C, carries -1.6744; number 30, C, carries 2.8099; number 31, C, carries -0.7854; number 32, C, carries -1.9387; number 33, C, carries -2.0048; number 34, C, carries 1.6229; number 35, C, carries -1.9415; number 36, C, carries 0.3330; number 37, C, carries -0.7925; number 38, C, carries -2.1525; number 39, B, carries 1.3873; number 40, H, carries 0.2842; number 41, H, carries 0.3964; number 42, H, carries 0.2887; number 43, H, carries 0.3429; number 44, H, carries 0.6632; number 45, H, carries 0.5363; number 46, H, carries 0.0988; number 47, H, carries 0.6639; number 48, H, carries 0.3952; number 49, H, carries 0.5115; number 50, H, carries 0.5871; number 51, H, carries 0.3781; number 52, H, carries 0.2176; number 53, H, carries 0.6137; number 54, H, carries 0.6522; number 55, H, carries 0.3701; number 56, H, carries 0.5246; number 57, H, carries 0.1971; number 58, H, carries 0.2555; number 59, H, carries 0.3872; number 60, H, carries 0.3117; number 61, H, carries 0.5594; number 62, H, carries 0.4280; number 63, H, carries 0.2024; number 64, H, carries 0.5637; number 65, H, carries 0.2057; number 66, H, carries 0.1788; number 67, H, carries 0.3952; number 68, H, carries 0.4569; number 69, H, carries 0.0124; number 70, H, carries 0.4004; number 71, H, carries 0.6536; number 72, H, carries 0.7970; number 73, H, carries 0.2299; number 74, H, carries 0.1154; number 75, H, carries 0.2238; number 76, H, carries 0.4785; number 77, H, carries 0.3130; number 78, H, carries 0.3017; number 79, H, carries 0.2791; number 80, H, carries 0.4589; number 81, H, carries 0.2712; number 82, H, carries 0.5781; number 83, H, carries 0.3665; number 84, H, carries 0.5145; number 85, H, carries 0.3026; number 86, H, carries 0.5458; number 87, H, carries 0.5607; number 88, H, carries 0.6580; number 89, H, carries 0.4442; number 90, H, carries 0.2712; number 91, H, carries 0.2696

---

# 2
The following is a DFT calculation (ωB97M-V with the def2-TZVPD basis set) of a molecular structure, C29H52F12Li2O24P2.

ΔE to the lowest compared entry with this formula, charge and spin = 77.37 kcal/mol
HOMO = -10.518 eV
Frontier orbital gap = 10.146 eV

Cartesian coordinates (Å):
P -13.451 -6.460 -13.807
P -14.961 -5.221 -18.288
F -16.351 -4.563 -18.967
F -15.042 -6.667 -14.053
F -15.366 -6.754 -18.809
F -13.694 -5.300 -12.666
F -13.079 -7.585 -15.006
F -14.380 -3.846 -17.759
F -11.849 -6.172 -13.687
F -13.551 -5.442 -15.021
F -13.628 -5.981 -17.851
F -15.635 -5.516 -16.840
F -13.571 -7.458 -12.497
F -14.243 -5.076 -19.713
O -15.766 -1.198 -15.380
O -11.830 -6.971 -9.565
O -14.178 -11.005 -17.747
O -9.409 -1.606 -18.423
O -17.926 -9.201 -14.904
O -16.347 -2.390 -8.950
O -13.950 -8.713 -17.606
O -11.202 -0.993 -17.305
O -10.405 -8.422 -13.643
O -14.991 -1.345 -13.362
O -15.941 -4.019 -10.561
O -13.322 -9.918 -19.443
O -11.742 -4.829 -9.761
O -10.604 -2.970 -16.959
O -10.542 -6.084 -11.222
O -9.423 -4.675 -14.191
O -15.997 -4.567 -8.451
O -8.542 -2.511 -14.214
O -18.458 -8.109 -16.755
O -16.337 -8.174 -16.007
O -10.289 -9.214 -15.894
O -7.806 -4.145 -15.588
O -11.587 -10.119 -14.509
O -15.266 0.793 -14.241
C -15.362 -0.452 -14.293
C -16.066 -3.512 -9.313
C -11.373 -3.599 -10.296
C -15.568 -5.768 -9.113
C -15.029 -11.133 -16.631
C -11.487 -8.336 -9.841
C -10.288 -1.847 -17.622
C -9.505 -8.160 -16.364
C -11.322 -5.993 -10.241
C -12.949 -8.905 -20.448
C -15.927 -5.439 -10.539
C -11.623 -2.766 -16.019
C -15.149 -12.578 -16.137
C -10.698 -9.199 -14.593
C -8.655 -3.818 -14.621
C -10.251 -6.829 -16.496
C -9.202 -2.060 -13.113
C -12.149 -10.608 -13.278
C -17.476 -8.494 -15.898
C -16.985 -9.648 -13.930
C -13.778 -9.772 -18.222
C -15.258 -2.671 -13.692
C -6.847 -3.226 -16.124
C -19.418 -7.612 -18.868
C -15.599 -2.609 -15.201
C -12.283 -1.477 -16.576
C -10.460 -2.840 -9.302
C -18.151 -7.556 -17.987
C -5.648 -2.988 -15.287
Li -14.600 -7.111 -16.465
Li -10.029 -6.509 -13.080
H -9.216 -8.392 -17.389
H -16.171 -3.065 -13.245
H -12.304 -3.040 -10.395
H -8.590 -8.138 -15.773
H -10.834 -3.668 -11.241
H -7.356 -2.300 -16.393
H -11.069 -6.788 -17.215
H -10.520 -8.386 -9.341
H -12.756 -9.217 -21.474
H -15.352 -13.222 -16.993
H -11.202 -2.629 -15.023
H -11.265 -8.534 -10.889
H -4.830 -2.452 -15.767
H -16.012 -10.756 -16.914
H -13.107 -10.137 -13.056
H -17.678 -6.577 -17.906
H -10.559 -6.414 -15.536
H -14.401 -3.287 -13.420
H -9.615 -6.156 -17.070
H -9.034 -2.785 -12.316
H -13.810 -8.245 -20.556
H -10.560 -1.775 -9.511
H -19.264 -7.375 -19.921
H -14.305 -13.037 -15.623
H -16.190 -8.934 -13.714
H -14.690 -2.914 -15.720
H -12.259 -11.680 -13.442
H -16.944 -5.771 -10.748
H -5.695 -2.463 -14.333
H -12.639 -0.999 -15.664
H -17.481 -9.874 -12.986
H -12.245 -8.990 -9.410
H -10.272 -1.967 -13.300
H -9.437 -3.143 -9.529
H -5.341 -3.980 -14.957
H -20.196 -6.976 -18.446
H -12.312 -3.610 -16.038
H -14.499 -5.935 -8.981
H -15.246 -5.763 -11.326
H -16.516 -3.100 -15.528
H -13.151 -1.659 -17.209
H -10.714 -2.990 -8.253
H -6.462 -3.676 -17.039
H -14.694 -10.469 -15.834
H -12.114 -8.388 -19.975
H -16.084 -6.679 -8.810
H -16.389 -10.517 -14.211
H -17.378 -8.183 -18.430
H -16.029 -12.546 -15.494
H -8.779 -1.121 -12.757
H -19.858 -8.598 -19.016
H -11.522 -10.462 -12.398

Mulliken population analysis, charges in e, atoms 1 to 99: number 1, P, carries 1.5535; number 2, P, carries 1.5488; number 3, F, carries -0.4244; number 4, F, carries -0.3837; number 5, F, carries -0.3540; number 6, F, carries -0.4486; number 7, F, carries -0.1395; number 8, F, carries -0.3236; number 9, F, carries -0.2946; number 10, F, carries -0.7953; number 11, F, carries -0.6114; number 12, F, carries -0.4296; number 13, F, carries -0.5323; number 14, F, carries -0.4012; number 15, O, carries -0.4564; number 16, O, carries -0.3013; number 17, O, carries -0.3914; number 18, O, carries -0.6387; number 19, O, carries -0.4506; number 20, O, carries -0.5641; number 21, O, carries -0.0304; number 22, O, carries -0.4003; number 23, O, carries -0.6940; number 24, O, carries -0.4037; number 25, O, carries -0.2360; number 26, O, carries -0.4652; number 27, O, carries -0.3201; number 28, O, carries -0.1879; number 29, O, carries -0.7385; number 30, O, carries 0.5085; number 31, O, carries -0.3887; number 32, O, carries -0.3385; number 33, O, carries -0.4371; number 34, O, carries 0.2285; number 35, O, carries -0.3098; number 36, O, carries -0.3145; number 37, O, carries -0.2866; number 38, O, carries -0.6079; number 39, C, carries 0.6251; number 40, C, carries 0.6429; number 41, C, carries 0.3810; number 42, C, carries -0.1735; number 43, C, carries 0.7913; number 44, C, carries -0.5154; number 45, C, carries 0.5456; number 46, C, carries -0.8264; number 47, C, carries 0.9640; number 48, C, carries -0.3843; number 49, C, carries 0.3143; number 50, C, carries 2.0512; number 51, C, carries -1.5116; number 52, C, carries 0.8837; number 53, C, carries -0.0509; number 54, C, carries 0.1719; number 55, C, carries -0.6179; number 56, C, carries -0.6816; number 57, C, carries 0.4714; number 58, C, carries -0.0703; number 59, C, carries 0.4248; number 60, C, carries 0.6719; number 61, C, carries -0.0028; number 62, C, carries -1.5573; number 63, C, carries 0.9991; number 64, C, carries -0.0895; number 65, C, carries -1.4576; number 66, C, carries 0.5900; number 67, C, carries -1.3279; number 68, Li, carries 0.8242; number 69, Li, carries 1.1123; number 70, H, carries 0.3561; number 71, H, carries 0.1642; number 72, H, carries 0.2931; number 73, H, carries 0.2517; number 74, H, carries -0.1444; number 75, H, carries 0.1636; number 76, H, carries 0.0302; number 77, H, carries 0.3797; number 78, H, carries 0.2630; number 79, H, carries 0.3840; number 80, H, carries -0.9255; number 81, H, carries 0.0409; number 82, H, carries 0.4083; number 83, H, carries 0.1084; number 84, H, carries 0.1748; number 85, H, carries -0.0245; number 86, H, carries -0.3415; number 87, H, carries -0.4867; number 88, H, carries 0.5577; number 89, H, carries 0.2938; number 90, H, carries 0.1649; number 91, H, carries 0.4058; number 92, H, carries 0.3958; number 93, H, carries 0.2879; number 94, H, carries -0.2005; number 95, H, carries -0.7860; number 96, H, carries 0.3257; number 97, H, carries 0.2963; number 98, H, carries 0.3009; number 99, H, carries 0.3086